{"formula": "C6H15N2O", "method": "the ωB97M-V functional and the def2-TZVPD basis", "symbols": ["C", "C", "C", "C", "C", "C", "N", "N", "O", "H", "H", "H", "H", "H", "H", "H", "H", "H", "H", "H", "H", "H", "H", "H"], "xyz": [[0.0156, -2.1311, -0.4763], [-1.9113, 0.1883, -1.4279], [0.9475, -0.4364, 1.9465], [-0.1474, 1.5711, 1.2019], [-0.4178, 0.4832, -1.5289], [0.4520, -0.1712, -0.4761], [1.8177, 0.0818, -0.6440], [0.0253, 0.1289, 0.9419], [-0.7667, -2.4935, 0.3264], [0.5484, -2.6979, -1.2377], [-2.1148, -0.8629, -1.6170], [-2.4364, 0.7688, -2.1830], [-2.3348, 0.4526, -0.4603], [1.9049, 0.0753, 1.8905], [0.5298, -0.3002, 2.9419], [1.0965, -1.5016, 1.7829], [0.7764, 2.0852, 0.9441], [-0.9642, 1.9806, 0.6144], [-0.3627, 1.7340, 2.2557], [-0.2457, 1.5634, -1.5101], [-0.0686, 0.1304, -2.5019], [2.4551, -0.5888, -0.2396], [2.0797, 0.2957, -1.5934], [-0.8783, -0.3558, 1.0499]], "forces_ev_per_angstrom": [[0.33, 3.91, 0.29], [0.17, -0.01, -0.10], [0.49, -0.43, 0.47], [-0.14, 0.80, 0.08], [-0.10, 0.02, 0.18], [-0.44, -3.54, -0.37], [0.13, 0.17, 0.08], [-0.44, -0.15, -0.16], [-0.09, -0.38, 0.06], [0.18, -0.40, -0.28], [-0.09, -0.05, 0.04], [-0.07, 0.00, 0.03], [-0.10, 0.03, 0.08], [-0.09, 0.11, -0.05], [-0.08, 0.06, -0.09], [-0.10, 0.08, -0.09], [0.03, -0.10, -0.03], [0.00, -0.12, -0.04], [0.00, -0.13, -0.01], [0.09, 0.01, -0.05], [0.13, 0.02, 0.06], [0.01, -0.01, -0.07], [0.01, 0.09, -0.02], [0.20, 0.05, 0.00]], "lowdin_charge": [-0.06, -0.07, 0.00, 0.01, -0.19, -0.39, 0.12, -0.15, 0.08, 0.12, 0.08, 0.09, 0.07, 0.11, 0.12, 0.10, 0.12, 0.10, 0.11, 0.12, 0.13, 0.10, 0.11, 0.16], "total_charge": 1, "lumo_ev": -3.2, "gap_ev": 9.66, "energy_ha": -422.076431, "multiplicity": 1}